1.
# C2H4NS

A 2-piece molecular cluster, C2H4NS overall at a distorted geometry (ωB97M-V/def2-TZVPD, OMol25).

Values from the calculation:
net charge = +1
energy relative to the best compared isomer or geometry (same formula, charge and spin) = 8.1106 eV
HOMO-LUMO gap (spin up / spin down) = 6.440 / 8.068 eV
energy = -14447.226 eV

Each line ends with the Löwdin charge.
Geometry (Å):
C 0.69 0.11 1.18  0.260
C -1.39 -0.88 -0.95  -0.478
N 1.41 1.04 0.36  0.053
S -2.27 -1.87 -0.05  0.730
H 1.81 0.54 -0.46  0.166
H 2.18 1.47 0.90  0.180
H 0.77 1.77 0.02  0.165
H -3.21 -2.19 -0.99  -0.076

=====

2.
# C24H31BGeN6PdSe

C24H31BGeN6PdSe as an isolated structure (ωB97M-V/def2-TZVPD, OMol25).

Values from the calculation:
net charge = -2
HOMO-LUMO gap (spin up / spin down) = 4.462 / 4.461 eV
energy = -160349.998 eV

Each line ends with the Löwdin charge.
Geometry (Å):
Pd -0.30 0.33 -0.39  0.411
C -2.80 2.77 1.66  -0.099
C -3.18 1.84 0.69  -0.195
N -2.57 0.67 0.88  0.032
N -1.79 0.83 1.97  -0.062
C -1.92 2.07 2.47  -0.120
B -1.08 -0.40 2.64  -0.549
N 0.44 -0.20 2.87  -0.051
C 1.02 0.64 3.75  -0.126
C 2.36 0.32 3.85  -0.103
C 2.50 -0.76 2.97  -0.205
N 1.35 -1.08 2.40  0.059
N -1.32 -1.60 1.70  -0.051
C -2.06 -2.69 1.97  -0.115
C -2.05 -3.52 0.87  -0.099
C -1.27 -2.82 -0.07  -0.173
N -0.83 -1.68 0.44  -0.019
H -3.10 3.80 1.75  0.074
H -3.87 1.97 -0.13  0.094
H -1.37 2.39 3.34  0.096
H -1.60 -0.61 3.72  0.102
H 0.46 1.41 4.25  0.095
H 3.12 0.80 4.44  0.070
H 3.40 -1.31 2.73  0.086
H -2.54 -2.81 2.93  0.102
H -2.54 -4.47 0.75  0.067
H -1.00 -3.12 -1.07  0.091
C 6.33 -0.04 0.29  -0.245
Ge 5.94 1.65 -0.66  0.719
C 6.38 1.33 -2.57  -0.252
C 7.47 2.84 -0.10  -0.263
C 4.16 2.28 -0.26  -0.530
Se 2.16 1.08 -0.42  0.674
C 2.27 1.46 -2.34  -0.467
H 7.30 -0.47 0.00  -0.002
H 5.55 -0.77 0.09  0.005
H 6.35 0.14 1.37  0.003
H 7.45 1.12 -2.67  -0.005
H 6.15 2.21 -3.18  0.002
H 5.83 0.49 -2.98  0.000
H 8.43 2.40 -0.38  -0.011
H 7.47 2.98 0.99  -0.008
H 7.40 3.83 -0.56  -0.008
H 3.93 3.18 -0.83  -0.040
H 4.13 2.54 0.80  -0.048
H 3.28 1.19 -2.68  -0.016
H 2.09 2.51 -2.53  0.014
H 1.52 0.86 -2.84  -0.009
C -2.99 2.46 -4.75  -0.138
C -2.73 1.20 -4.16  -0.123
C -1.94 1.11 -3.04  -0.062
C -1.36 2.26 -2.44  -0.197
C -0.55 2.14 -1.26  -0.286
C -0.13 3.34 -0.69  -0.188
C -0.40 4.59 -1.27  -0.113
C -1.12 4.69 -2.44  -0.094
C -1.64 3.53 -3.04  -0.197
C -2.45 3.59 -4.20  -0.080
H -3.62 2.53 -5.63  0.078
H -3.17 0.31 -4.60  0.081
H -1.75 0.16 -2.56  0.074
H 0.46 3.31 0.21  0.056
H -0.02 5.49 -0.80  0.085
H -1.28 5.66 -2.92  0.085
H -2.67 4.56 -4.63  0.091

=====

3.
# C22H18FeN2O8

C22H18FeN2O8 as an isolated structure (ωB97M-V/def2-TZVPD, OMol25).

Values from the calculation:
net charge = -1
HOMO-LUMO gap (spin up / spin down) = 7.721 / 7.907 eV
spin multiplicity = 2
energy = -76857.255 eV

Each line ends with the Mulliken spin population.
Geometry (Å):
Fe -1.37 0.42 -0.17  1.005
O 1.93 2.87 -1.24  0.000
C 2.50 2.94 -0.03  0.002
C 3.75 3.58 0.07  -0.001
C 4.39 3.69 1.28  0.002
C 3.81 3.17 2.44  -0.001
C 2.59 2.54 2.35  0.002
C 1.91 2.42 1.13  0.009
C 0.61 1.74 1.07  -0.008
O 0.01 1.71 -0.09  0.046
N 0.10 1.19 2.12  -0.004
N -1.10 0.60 1.76  -0.006
C -1.85 0.11 2.67  -0.018
C -3.13 -0.48 2.36  -0.002
C -3.83 -1.16 3.36  0.002
C -5.07 -1.71 3.14  -0.005
C -5.65 -1.57 1.88  0.001
C -4.99 -0.89 0.87  0.000
C -3.72 -0.34 1.08  -0.010
O -3.16 0.32 0.08  0.007
H 1.10 2.36 -1.13  0.001
H 4.18 3.97 -0.84  0.000
H 5.35 4.18 1.33  0.000
H 4.32 3.25 3.39  0.000
H 2.11 2.12 3.23  0.000
H -1.51 0.15 3.70  -0.001
H -3.36 -1.25 4.34  0.000
H -5.59 -2.24 3.93  -0.001
H -6.62 -2.00 1.69  0.000
H -5.43 -0.79 -0.11  0.000
O -1.14 -3.56 -0.36  -0.005
C -0.75 -2.44 -0.64  0.004
O -1.07 -1.40 0.08  -0.027
C 0.29 -2.29 -1.74  -0.003
C 1.61 -1.75 -1.16  0.002
C 2.77 -2.10 -2.10  0.000
C 2.51 -1.10 -3.26  0.000
C 1.27 -0.36 -2.74  -0.001
O 1.49 -0.34 -1.33  -0.001
C 0.04 -1.27 -2.90  0.010
C -1.30 -0.52 -2.89  -0.006
O -2.12 -0.81 -3.75  -0.002
O -1.43 0.46 -2.05  0.007
H 0.43 -3.29 -2.14  0.001
H 1.77 -1.98 -0.11  0.001
H 2.75 -3.14 -2.42  0.000
H 3.73 -1.90 -1.62  0.000
H 2.33 -1.58 -4.22  0.000
H 3.35 -0.40 -3.38  0.000
H 1.14 0.66 -3.10  0.000
H 0.05 -1.79 -3.85  0.000

=====

4.
# C4H7N2

An isolated ion of composition C4H7N2 and charge +1 at a distorted geometry (ωB97M-V/def2-TZVPD, OMol25).

Values from the calculation:
net charge = +1
energy relative to the best compared isomer or geometry (same formula, charge and spin) = 4.2839 eV
HOMO-LUMO gap = 9.258 eV
SMILES = C/N=C(/C)C#[NH+]
energy = -7231.454 eV

Each line ends with the Löwdin charge.
Geometry (Å):
C 1.83 -0.44 0.35  -0.069
N 0.78 0.42 -0.06  0.100
C -0.48 0.34 -0.10  -0.357
C -1.31 1.29 -0.91  -0.003
C -0.99 -0.85 0.40  0.078
N -1.35 -1.85 0.87  0.415
H 2.31 -0.59 -0.63  0.114
H 1.59 -1.47 0.82  0.109
H 2.58 0.06 0.96  0.102
H -2.31 1.80 -0.62  0.128
H -1.82 0.46 -1.68  0.160
H -0.80 2.07 -1.39  0.064
H -1.53 -2.80 1.11  0.158

=====

- Which formula does entry 2 have?
  C24H31BGeN6PdSe